# 1
This record from OMol25 describes a cluster of 2 separate species, CH2FOPS in total in a non-equilibrium geometry. The level of theory is ωB97M-V with the def2-TZVPD basis set.

Each line ends with the natural charge from an NBO analysis.
CARTESIAN COORDINATES (ANGSTROEM)
F (2.80, 0.31, 0.91)  -0.51
O (1.06, 1.16, -0.63)  -0.78
C (-1.54, -0.33, 0.11)  -0.90
H (-0.97, 0.58, 0.01)  0.24
H (-2.50, -0.12, 0.66)  0.23
S (2.17, 0.21, -0.65)  1.28
P (-1.03, -1.82, -0.42)  0.44

The highest occupied orbital energy (spin up / spin down) comes out at -9.708 / -8.364 eV. The calculation puts the energy relative to the best compared isomer or geometry (same formula, charge and spin) at 3.543 eV. The value obtained for the LUMO energy (spin up / spin down) is -0.940 / -1.640 eV. Its max |F| is 0.04371 hartree/bohr. For the orbital gap (spin up / spin down), the calculation gives 8.77 / 6.72 eV.

=====

# 2
This record from OMol25 describes an isolated molecule of CH2FOPS in a non-equilibrium geometry. The level of theory is ωB97M-V with the def2-TZVPD basis set.

Each line ends with the natural charge from an NBO analysis.
CARTESIAN COORDINATES (ANGSTROEM)
F (1.45, -0.15, 0.80)  -0.51
H (-0.48, -0.39, 1.62)  0.26
S (0.51, -0.09, -0.55)  1.60
C (-0.80, -0.38, 0.47)  -0.74
H (-1.54, 0.27, 0.12)  0.21
O (0.78, -1.20, -1.43)  -0.85
P (0.07, 1.93, -1.02)  0.02

The highest occupied orbital energy (spin up / spin down) comes out at -9.125 / -9.126 eV. The calculation puts the energy relative to the best compared isomer or geometry (same formula, charge and spin) at 6.042 eV. The value obtained for the LUMO energy (spin up / spin down) is -2.694 / -2.688 eV. Its max |F| is 0.06450 hartree/bohr. For the orbital gap (spin up / spin down), the calculation gives 6.43 / 6.44 eV.

=====

# 3
This record from OMol25 describes an isolated molecule of CH2FOPS in a non-equilibrium geometry. The level of theory is ωB97M-V with the def2-TZVPD basis set.

Each line ends with the natural charge from an NBO analysis.
CARTESIAN COORDINATES (ANGSTROEM)
F (4.08, -0.30, -1.18)  -0.54
O (3.87, 0.83, 1.10)  -0.87
P (1.95, -1.27, 0.49)  0.39
H (-0.20, 0.65, -0.41)  0.19
C (0.12, -0.32, 0.17)  -0.60
H (-0.77, -0.90, 0.25)  0.16
S (3.08, 0.57, -0.08)  1.26

The highest occupied orbital energy (spin up / spin down) comes out at -8.492 / -9.803 eV. The expectation value of S² is 2.01. The spin multiplicity is 3. The calculation puts the energy relative to the best compared isomer or geometry (same formula, charge and spin) at 3.114 eV. The value obtained for the LUMO energy (spin up / spin down) is -0.239 / -2.768 eV. Its max |F| is 0.05467 hartree/bohr. For the orbital gap (spin up / spin down), the calculation gives 8.25 / 7.04 eV.

=====

# 4
This record from OMol25 describes an isolated molecule of CH2FPSi in a non-equilibrium geometry. The level of theory is ωB97M-V with the def2-TZVPD basis set.

Each line ends with the natural charge from an NBO analysis.
CARTESIAN COORDINATES (ANGSTROEM)
F (1.32, 1.59, -0.92)  -0.32
P (-0.41, 1.18, 1.24)  0.19
Si (-0.41, -0.74, -0.01)  0.93
H (-1.53, -1.13, -0.84)  -0.16
C (0.46, 0.88, -0.18)  -0.51
H (0.58, -1.77, 0.71)  -0.14

The highest occupied orbital energy (spin up / spin down) comes out at -6.077 / -9.030 eV. The expectation value of S² is 2.01. The spin multiplicity is 3. The calculation puts the energy relative to the best compared isomer or geometry (same formula, charge and spin) at 0.292 eV. The value obtained for the LUMO energy (spin up / spin down) is 0.210 / -3.193 eV. Its max |F| is 0.05019 hartree/bohr. For the orbital gap (spin up / spin down), the calculation gives 6.29 / 5.84 eV.

=====

# 5
This record from OMol25 describes a structure of composition CH2FeLiO in a non-equilibrium geometry. The level of theory is ωB97M-V with the def2-TZVPD basis set.

Each line ends with the natural charge from an NBO analysis.
CARTESIAN COORDINATES (ANGSTROEM)
Li (-0.10, 1.71, 0.86)  0.95
H (-1.32, 0.51, -0.25)  -0.14
H (-0.60, -0.83, 0.79)  0.12
Fe (1.37, -1.35, -1.25)  0.68
C (-0.19, -0.46, -0.18)  -0.53
O (0.83, 0.43, 0.04)  -1.08

The highest occupied orbital energy (spin up / spin down) comes out at -6.117 / -7.786 eV. The expectation value of S² is 8.76. The spin multiplicity is 6. The calculation puts the energy relative to the best compared isomer or geometry (same formula, charge and spin) at 0.000 eV. The value obtained for the LUMO energy (spin up / spin down) is -0.708 / -0.750 eV. Its max |F| is 0.08092 hartree/bohr. For the orbital gap (spin up / spin down), the calculation gives 5.41 / 7.04 eV.

=====

# 6
This record from OMol25 describes a cluster of 2 separate species, CH2I2 in total in a non-equilibrium geometry. The level of theory is ωB97M-V with the def2-TZVPD basis set.

Each line ends with the natural charge from an NBO analysis.
CARTESIAN COORDINATES (ANGSTROEM)
I (2.13, -1.06, 0.01)  0.13
I (-3.24, -0.46, 0.02)  -0.03
H (0.25, 0.57, 0.89)  0.16
C (0.57, 0.34, 0.00)  -0.44
H (0.29, 0.61, -0.92)  0.17

The highest occupied orbital energy (spin up / spin down) comes out at -9.991 / -8.634 eV. The calculation puts the energy relative to the best compared isomer or geometry (same formula, charge and spin) at 2.722 eV. The value obtained for the LUMO energy (spin up / spin down) is -0.700 / -3.269 eV. Its max |F| is 0.09813 hartree/bohr. For the orbital gap (spin up / spin down), the calculation gives 9.29 / 5.37 eV.